Record 1
# C2H6N2O2S

C2H6N2O2S in the gas phase in a non-equilibrium geometry (wB97M-V/def2-TZVPD, the OMol25 dataset).

Calculated values
SMILES: NS(N)(=O)=C1CO1
2S+1: 1
HOMO-LUMO gap in eV: 8.701
F_max in eV/Å: 4.27
Energy in a.u.: -737.7832
HOMO energy in eV: -8.3
Total charge: 0
Energy relative to the best compared isomer or geometry (same formula, charge and spin) in kcal/mol: 138.0

Each line ends with the natural charge from an NBO analysis.
Cartesian coordinates (Å):
N (0.8971, 1.3217, -0.8117)  -1.05
S (-0.2645, 0.3754, -0.0448)  1.97
N (-0.4882, 1.3841, 1.1684)  -1.09
O (-1.5223, 0.2461, -0.8370)  -0.90
C (0.6417, -1.0832, 0.6078)  -0.25
C (0.2469, -2.0686, -0.4100)  -0.19
O (-0.5403, -1.8654, 0.6825)  -0.54
H (0.9380, 2.2918, -0.4677)  0.41
H (1.1618, 1.1584, -1.7063)  0.39
H (-0.1595, 1.2143, 2.1292)  0.44
H (-1.3583, 1.8301, 1.2180)  0.41
H (-0.3157, -1.6986, -1.1982)  0.19
H (0.7630, -3.1060, -0.3303)  0.20


Record 2
# C2H6N2O2S

2 unconnected molecules or ions with the total composition C2H6N2O2S in a non-equilibrium geometry (wB97M-V/def2-TZVPD, the OMol25 dataset).

Calculated values
2S+1: 1
HOMO-LUMO gap in eV: 7.304
F_max in eV/Å: 5.80
Energy in a.u.: -737.6768
HOMO energy in eV: -8.6
Total charge: 0
Energy relative to the best compared isomer or geometry (same formula, charge and spin) in kcal/mol: 204.7

Each line ends with the natural charge from an NBO analysis.
Cartesian coordinates (Å):
C (-0.0739, -0.1165, 1.3184)  -0.55
C (0.1405, -0.5463, -0.1505)  0.32
H (-1.4038, 1.5240, 0.6258)  0.21
H (-1.0884, -0.4019, 1.7295)  0.24
H (0.6954, -0.5537, 1.8669)  0.22
H (2.0340, -1.0240, 0.2676)  0.37
H (1.7228, -0.6921, -2.1836)  0.46
H (-2.9560, -0.4722, -1.1636)  0.47
N (1.1987, -1.4611, -0.2241)  -0.30
N (-0.8457, -0.4148, -0.9569)  -0.23
O (1.7287, -1.7163, -1.6485)  -0.56
O (-1.8474, 0.5225, -0.7933)  -0.52
S (-0.0578, 1.7674, 1.2282)  -0.12


Record 3
# C2H6N2O2S

C2H6N2O2S in the gas phase in a non-equilibrium geometry (wB97M-V/def2-TZVPD, the OMol25 dataset).

Calculated values
2S+1: 3
HOMO-LUMO gap (alpha / beta) in eV: 5.691 / 6.939
F_max in eV/Å: 4.08
Energy in a.u.: -737.7503
HOMO energy (alpha / beta) in eV: -5.1 / -9.2
Total charge: 0
Energy relative to the best compared isomer or geometry (same formula, charge and spin) in kcal/mol: 91.8

Each line ends with the Löwdin spin population.
Cartesian coordinates (Å):
C (0.5029, 0.1091, -0.0352)  0.03
C (-0.5346, -0.9975, 0.4065)  0.15
N (0.0070, 1.4129, -0.1678)  0.06
N (-1.3308, 1.3133, -0.6029)  0.48
O (1.6314, 0.0528, 0.7904)  0.01
O (-0.5298, -2.1179, -0.3453)  0.03
S (-2.1586, 0.1137, 0.4610)  1.18
H (0.8314, -0.2079, -0.9297)  0.00
H (-0.4609, -1.1898, 1.4747)  0.01
H (0.2099, 1.9078, 0.6370)  0.02
H (-1.9599, 2.0364, -0.3177)  0.03
H (1.7806, 0.8426, 1.3845)  0.00
H (-0.9888, -1.9506, -1.2081)  0.00


Record 4
# C2H6N2O3

C2H6N2O3 in the gas phase in a non-equilibrium geometry (wB97M-V/def2-TZVPD, the OMol25 dataset).

Calculated values
SMILES: NN(O)CC(=O)O
2S+1: 1
HOMO-LUMO gap in eV: 9.223
F_max in eV/Å: 6.53
Energy in a.u.: -414.8905
HOMO energy in eV: -8.5
Total charge: 0
Energy relative to the best compared isomer or geometry (same formula, charge and spin) in kcal/mol: 128.7

Each line ends with the natural charge from an NBO analysis.
Cartesian coordinates (Å):
N (1.3083, 0.5788, -1.2752)  -0.66
N (1.0314, 0.5431, 0.0892)  -0.05
O (2.0717, -0.2612, 0.6790)  -0.62
C (-0.3393, -0.0714, 0.8274)  -0.37
C (-1.2686, -0.2423, -0.2544)  0.83
O (-1.4282, -0.2187, -1.4149)  -0.48
O (-2.4503, -0.3207, 0.8467)  -0.83
H (0.7866, 1.3403, -1.6921)  0.37
H (1.1269, -0.3063, -1.7586)  0.34
H (2.8849, 0.2438, 0.5411)  0.47
H (-0.5488, 0.7101, 1.5510)  0.28
H (-0.0559, -1.0243, 1.2806)  0.26
H (-3.1186, -0.9712, 0.5802)  0.47


Record 5
# C2H6N2O3

3 unconnected molecules or ions with the total composition C2H6N2O3 in a non-equilibrium geometry (wB97M-V/def2-TZVPD, the OMol25 dataset).

Calculated values
2S+1: 1
HOMO-LUMO gap in eV: 9.284
F_max in eV/Å: 4.69
Energy in a.u.: -414.8484
HOMO energy in eV: -8.8
Total charge: 0
Energy relative to the best compared isomer or geometry (same formula, charge and spin) in kcal/mol: 155.1

Each line ends with the natural charge from an NBO analysis.
Cartesian coordinates (Å):
C (-2.5808, -3.0297, -1.5685)  0.84
C (1.2479, -1.6134, -0.2802)  0.11
N (-1.6062, -3.1484, -0.9444)  -0.77
N (0.8241, 0.8278, -0.2981)  -0.58
O (-3.5543, -3.0899, -2.2060)  -0.56
O (0.6319, 4.0352, 2.5164)  -0.94
O (0.5257, -0.6560, -0.0134)  -0.34
H (2.2015, -1.5324, -0.8268)  0.10
H (0.3449, 4.9360, 2.3806)  0.47
H (-0.7754, -2.9979, -0.3917)  0.46
H (0.9349, 0.7832, -1.2922)  0.36
H (0.1724, 1.3347, 0.2002)  0.37
H (1.6334, 4.1508, 2.7242)  0.47


Record 6
# C2H6N2O3

C2H6N2O3 in the gas phase in a non-equilibrium geometry (wB97M-V/def2-TZVPD, the OMol25 dataset).

Calculated values
SMILES: NO[C@@H](N)C(=O)O
2S+1: 1
HOMO-LUMO gap in eV: 9.840
F_max in eV/Å: 4.51
Energy in a.u.: -414.9442
HOMO energy in eV: -9.3
Total charge: 0
Energy relative to the best compared isomer or geometry (same formula, charge and spin) in kcal/mol: 95.0

Each line ends with the natural charge from an NBO analysis.
Cartesian coordinates (Å):
N (-1.6535, -1.3933, -0.3471)  -0.54
O (-1.0315, -0.4763, 0.5500)  -0.45
C (0.1332, 0.3189, -0.1980)  0.13
N (-0.0773, 1.5450, 0.4138)  -0.85
C (1.4875, -0.3428, 0.1599)  0.76
O (1.5644, -1.4442, 0.6881)  -0.54
O (2.5204, 0.3661, -0.3214)  -0.69
H (-2.6582, -1.3568, -0.1881)  0.34
H (-1.3634, -2.2510, -0.1085)  0.33
H (-0.0092, 0.2158, -1.3484)  0.23
H (-0.9385, 2.0913, -0.0308)  0.38
H (-0.3955, 1.4464, 1.4012)  0.40
H (2.4217, 1.2809, -0.6705)  0.52


Record 7
# C2H6N2O3

2 unconnected molecules or ions with the total composition C2H6N2O3 in a non-equilibrium geometry (wB97M-V/def2-TZVPD, the OMol25 dataset).

Calculated values
2S+1: 3
HOMO-LUMO gap (alpha / beta) in eV: 8.300 / 9.194
F_max in eV/Å: 5.84
Energy in a.u.: -414.7642
HOMO energy (alpha / beta) in eV: -7.5 / -10.9
Total charge: 0
Energy relative to the best compared isomer or geometry (same formula, charge and spin) in kcal/mol: 83.3

Each line ends with the Löwdin spin population.
Cartesian coordinates (Å):
C (1.7052, 1.3986, -0.0414)  0.00
C (0.7613, 0.2272, 0.1204)  0.01
N (1.1036, -0.9226, -0.3253)  0.00
N (-2.4203, 0.1960, 0.1186)  0.87
O (-2.3941, -1.1801, 0.1735)  0.30
O (-3.4824, 0.6942, 0.2053)  0.80
O (0.1157, -1.9948, -0.2180)  0.00
H (1.9245, 1.7178, -0.9888)  0.00
H (1.1795, 2.2271, 0.2944)  0.00
H (2.6366, 1.1904, 0.5365)  0.00
H (-0.1747, 0.6363, 0.4321)  0.01
H (-1.3930, -1.3687, 0.0937)  0.00
H (0.4381, -2.8212, -0.4011)  0.00


Record 8
# C2H6N2O3P

A molecular structure, C2H6N2O3P in a non-equilibrium geometry (wB97M-V/def2-TZVPD, the OMol25 dataset).

Calculated values
2S+1: 1
HOMO-LUMO gap in eV: 7.819
F_max in eV/Å: 5.55
Energy in a.u.: -756.4827
HOMO energy in eV: -4.0
Total charge: -1
Energy relative to the best compared isomer or geometry (same formula, charge and spin) in kcal/mol: 57.7

Each line ends with the natural charge from an NBO analysis.
Cartesian coordinates (Å):
C (-0.6103, -0.9103, 0.0845)  0.25
C (0.5759, 1.3501, -0.2159)  -0.41
N (-0.6472, -2.1660, 0.1678)  -0.88
N (0.4064, -0.1143, -0.0751)  -0.65
O (-2.6024, 1.3641, -1.0281)  -1.15
O (-3.4447, -1.0458, -0.5242)  -1.02
O (-3.2568, 0.5459, 1.3649)  -1.16
P (-2.6840, 0.2531, 0.0055)  2.25
H (1.2566, 1.6200, 0.5956)  0.18
H (-0.4133, 1.8840, -0.1036)  0.26
H (0.9952, 1.7316, -1.2693)  0.18
H (0.0989, -2.9109, 0.0882)  0.33
H (-3.3468, -1.7471, 0.1598)  0.51
H (1.3304, -0.5125, -0.3819)  0.33


Record 9
# C2H6N2OS

C2H6N2OS in the gas phase in a non-equilibrium geometry (wB97M-V/def2-TZVPD, the OMol25 dataset).

Calculated values
SMILES: CN(O)/C=N\S
2S+1: 1
HOMO-LUMO gap in eV: 9.419
F_max in eV/Å: 1.48
Energy in a.u.: -662.6484
HOMO energy in eV: -8.7
Total charge: 0
Energy relative to the best compared isomer or geometry (same formula, charge and spin) in kcal/mol: 74.3

Each line ends with the natural charge from an NBO analysis.
Cartesian coordinates (Å):
C (0.5281, 1.0999, 0.4118)  -0.44
N (0.4316, -0.1712, -0.2879)  -0.20
O (1.7075, -0.7226, -0.4773)  -0.57
C (-0.3375, -1.1946, 0.3226)  0.23
N (-1.6152, -1.2167, 0.3784)  -0.57
S (-2.5831, 0.0130, -0.3046)  0.18
H (-0.4766, 1.4898, 0.6186)  0.22
H (1.0338, 0.9838, 1.3801)  0.19
H (1.0313, 1.8611, -0.2302)  0.21
H (1.7789, -0.7656, -1.4266)  0.47
H (0.2513, -1.9839, 0.7840)  0.19
H (-1.7501, 0.6070, -1.1688)  0.09


Record 10
# C2H6N2OS

C2H6N2OS in the gas phase in a non-equilibrium geometry (wB97M-V/def2-TZVPD, the OMol25 dataset).

Calculated values
SMILES: CSC(=O)NN
2S+1: 1
HOMO-LUMO gap in eV: 9.737
F_max in eV/Å: 7.31
Energy in a.u.: -662.6760
HOMO energy in eV: -9.1
Total charge: 0
Energy relative to the best compared isomer or geometry (same formula, charge and spin) in kcal/mol: 57.0

Each line ends with the natural charge from an NBO analysis.
Cartesian coordinates (Å):
C (0.7220, 1.4358, -1.4406)  -0.85
S (0.4441, 0.9715, 0.1621)  0.18
C (-0.2792, -0.6839, -0.2596)  0.54
O (-0.4443, -1.1265, -1.3629)  -0.59
N (-0.8001, -1.3240, 0.9364)  -0.50
N (-0.2902, -0.9103, 2.1586)  -0.68
H (0.8150, 0.5109, -2.1650)  0.28
H (1.4380, 2.3296, -1.4848)  0.25
H (-0.2368, 1.8486, -1.8258)  0.22
H (-1.3384, -2.0524, 0.7050)  0.38
H (0.8243, -0.9578, 2.2834)  0.39
H (-0.8544, -0.0415, 2.2931)  0.38


Please write out number 7 again, unchanged.
# C2H6N2O3

2 unconnected molecules or ions with the total composition C2H6N2O3 in a non-equilibrium geometry (wB97M-V/def2-TZVPD, the OMol25 dataset).

Calculated values
2S+1: 3
HOMO-LUMO gap (alpha / beta) in eV: 8.300 / 9.194
F_max in eV/Å: 5.84
Energy in a.u.: -414.7642
HOMO energy (alpha / beta) in eV: -7.5 / -10.9
Total charge: 0
Energy relative to the best compared isomer or geometry (same formula, charge and spin) in kcal/mol: 83.3

Each line ends with the Löwdin spin population.
Cartesian coordinates (Å):
C (1.7052, 1.3986, -0.0414)  0.00
C (0.7613, 0.2272, 0.1204)  0.01
N (1.1036, -0.9226, -0.3253)  0.00
N (-2.4203, 0.1960, 0.1186)  0.87
O (-2.3941, -1.1801, 0.1735)  0.30
O (-3.4824, 0.6942, 0.2053)  0.80
O (0.1157, -1.9948, -0.2180)  0.00
H (1.9245, 1.7178, -0.9888)  0.00
H (1.1795, 2.2271, 0.2944)  0.00
H (2.6366, 1.1904, 0.5365)  0.00
H (-0.1747, 0.6363, 0.4321)  0.01
H (-1.3930, -1.3687, 0.0937)  0.00
H (0.4381, -2.8212, -0.4011)  0.00


- total charge of number 4 (C2H6N2O3)?
  0


- What is the formula in the second record?
  C2H6N2O2S